# 1
C10H12BeClNP | ωB97M-V/def2-TZVPD

## Properties
**LUMO energy (spin up / spin down)**: 2.8 / 2.7 eV
**Charge**: -1
**Multiplicity**: 1
**Molar mass**: 221.65 g mol⁻¹
**HOMO energy (spin up / spin down)**: -1.672 / -0.987 eV

Geometry as XYZ:
```
26
Properties=species:S:1:pos:R:3:forces:R:3
C 0.827 0.148 -1.342 1.3 0.2 1.0
C 0.535 -0.141 -2.626 -0.2 0.3 -1.7
C -0.214 -1.259 -3.042 -0.2 -0.3 -0.9
C -0.801 -2.215 -2.185 -0.5 -0.3 -2.0
C -0.769 -2.137 -0.843 -0.3 -0.4 1.9
Be 0.271 -1.011 -0.366 0.1 0.3 1.5
P -0.325 2.363 0.580 -0.2 -0.1 0.1
H 1.438 1.020 -1.091 0.0 0.1 -0.4
H 0.877 0.512 -3.446 -0.1 -0.1 0.1
H -0.377 -1.382 -4.121 0.1 0.0 0.3
H -1.288 -2.863 -0.212 -0.1 -0.4 -0.4
H -1.319 -3.041 -2.700 0.0 0.2 0.0
H -1.391 2.617 1.489 0.1 0.3 0.1
H -0.381 3.655 -0.016 0.0 0.0 0.2
H 0.705 2.716 1.500 -0.2 0.1 0.0
Cl -0.738 -0.486 4.880 -0.4 0.1 0.5
C 0.348 -0.909 3.627 0.5 -0.3 -1.3
C 1.636 -1.354 3.931 -0.2 0.1 0.0
C 2.501 -1.629 2.872 -0.2 0.1 -0.6
C 2.051 -1.489 1.560 0.0 0.2 0.6
N 0.791 -1.096 1.277 -0.2 0.1 0.5
C -0.065 -0.801 2.292 0.9 -0.2 0.5
H 1.931 -1.467 4.968 0.0 0.0 -0.1
H 3.523 -1.957 3.043 -0.2 0.0 0.1
H 2.709 -1.692 0.709 -0.4 0.1 0.2
H -1.070 -0.468 2.044 0.3 -0.1 -0.1
```
Positions in Å, forces in eV/Å.

Want to see where the charge sits? The Löwdin charges in e are: atom 1 (C): -0.243, atom 2 (C): -0.310, atom 3 (C): -0.225, atom 4 (C): -0.316, atom 5 (C): -0.168, atom 6 (Be): -0.018, atom 7 (P): 0.682, atom 8 (H): -0.026, atom 9 (H): 0.068, atom 10 (H): 0.057, atom 11 (H): -0.001, atom 12 (H): 0.067, atom 13 (H): -0.189, atom 14 (H): -0.181, atom 15 (H): -0.171, atom 16 (Cl): 0.661, atom 17 (C): -0.686, atom 18 (C): -0.123, atom 19 (C): -0.074, atom 20 (C): -0.092, atom 21 (N): 0.006, atom 22 (C): -0.131, atom 23 (H): 0.093, atom 24 (H): 0.097, atom 25 (H): 0.117, atom 26 (H): 0.107

---

# 2
C4H8O2 | ωB97M-V/def2-TZVPD

## Properties
**LUMO energy**: 0.9 eV
**Charge**: 0
**Multiplicity**: 1
**Energy above the lowest of the compared OMol25 structures with the same formula, charge and spin**: 171.9 kJ/mol
**Molar mass**: 88.11 g mol⁻¹
**HOMO energy**: -9.886 eV

Geometry as XYZ:
```
14
Properties=species:S:1:pos:R:3:forces:R:3
C 1.485 0.758 -0.602 0.1 0.3 0.0
O 1.362 -0.620 -0.314 0.1 -0.1 -0.1
C 0.361 -0.958 0.613 -0.2 -0.1 0.2
C -1.064 -0.780 0.061 0.0 0.0 0.0
C -1.500 0.670 0.028 0.0 0.2 0.3
O -1.605 1.340 1.030 0.0 -0.3 -0.4
H 1.385 0.918 -1.682 0.0 0.0 0.1
H 2.466 1.124 -0.282 -0.1 -0.1 -0.1
H 0.730 1.359 -0.088 0.1 0.0 -0.1
H 0.455 -0.383 1.546 0.0 0.0 -0.1
H 0.526 -2.014 0.848 -0.1 0.2 0.0
H -1.755 -1.296 0.739 0.1 0.0 -0.1
H -1.134 -1.238 -0.930 0.0 0.1 0.1
H -1.711 1.120 -0.966 0.0 -0.1 0.1
```
Positions in Å, forces in eV/Å.

Want to see where the charge sits? The Löwdin charges in e are: atom 1 (C): -0.098, atom 2 (O): -0.181, atom 3 (C): -0.230, atom 4 (C): -0.126, atom 5 (C): -0.287, atom 6 (O): 0.042, atom 7 (H): 0.094, atom 8 (H): 0.091, atom 9 (H): 0.071, atom 10 (H): 0.130, atom 11 (H): 0.125, atom 12 (H): 0.126, atom 13 (H): 0.118, atom 14 (H): 0.126

---

# 3
C5H12CuN4O2Se3Te | ωB97M-V/def2-TZVPD

## Properties
**LUMO energy**: 2.6 eV
**Charge**: -1
**Multiplicity**: 1
**Energy above the lowest of the compared OMol25 structures with the same formula, charge and spin**: 91.8 kJ/mol
**Molar mass**: 588.20 g mol⁻¹
**HOMO energy**: -3.093 eV

Geometry as XYZ:
```
28
Properties=species:S:1:pos:R:3:forces:R:3
Cu -0.328 -0.444 1.595 0.0 -0.3 0.1
Se 0.164 -2.511 2.707 -0.1 0.2 -0.2
Se 1.366 -3.231 0.797 0.0 0.1 0.0
Te 0.190 -2.661 -1.369 0.0 -0.1 0.0
Se 0.821 -0.359 -2.140 0.0 0.0 0.1
C -5.348 0.157 -0.270 0.0 0.0 0.0
O -4.402 -0.869 -0.015 0.1 0.0 0.0
C -3.104 -0.547 0.217 0.1 0.2 -0.2
O -2.337 -1.355 0.654 -0.4 -0.2 0.2
N -2.763 0.761 -0.071 0.0 0.1 0.1
N -1.400 1.045 0.138 0.1 -0.3 0.0
H -6.318 -0.333 -0.277 0.0 0.0 0.0
H -5.193 0.624 -1.247 0.0 0.0 0.0
H -5.321 0.919 0.509 0.0 0.0 0.0
H -3.183 1.155 -0.901 0.0 -0.1 -0.1
H -1.285 2.038 0.283 0.0 0.0 0.1
H -0.803 0.710 -0.644 -0.1 0.1 0.0
C 4.024 -0.781 0.206 -0.1 0.0 0.0
N 3.474 0.562 0.352 0.2 0.3 0.3
C 3.855 1.540 -0.654 0.0 0.0 -0.2
C 2.301 0.713 0.928 -0.1 -0.3 -0.5
N 1.256 0.831 1.406 0.2 0.4 0.4
H 5.112 -0.700 0.209 0.0 0.0 0.0
H 3.668 -1.231 -0.726 0.0 0.0 0.0
H 3.689 -1.401 1.033 0.0 0.0 0.0
H 4.936 1.696 -0.611 0.0 0.0 0.0
H 3.353 2.483 -0.456 0.0 0.0 0.0
H 3.575 1.190 -1.653 0.0 0.0 0.0
```
Positions in Å, forces in eV/Å.

Want to see where the charge sits? The Löwdin charges in e are: atom 1 (Cu): -0.122, atom 2 (Se): -0.069, atom 3 (Se): -0.298, atom 4 (Te): 0.138, atom 5 (Se): -0.356, atom 6 (C): -0.084, atom 7 (O): -0.016, atom 8 (C): -0.559, atom 9 (O): 0.019, atom 10 (N): 0.005, atom 11 (N): -0.003, atom 12 (H): 0.089, atom 13 (H): 0.084, atom 14 (H): 0.093, atom 15 (H): 0.127, atom 16 (H): 0.089, atom 17 (H): -0.069, atom 18 (C): -0.071, atom 19 (N): -0.198, atom 20 (C): -0.072, atom 21 (C): -0.292, atom 22 (N): 0.141, atom 23 (H): 0.082, atom 24 (H): 0.068, atom 25 (H): 0.049, atom 26 (H): 0.081, atom 27 (H): 0.088, atom 28 (H): 0.057